Computed, not measured: a single C4H10N2O2 molecule in a non-equilibrium geometry, with the ωB97M-V functional and the def2-TZVPD basis.

```
18
Properties=species:S:1:pos:R:3
O -0.83387 -2.08437 -1.22376
N -2.36427 -0.51354 0.41390
C -0.93926 1.39352 -0.18958
H 2.81524 0.71941 1.41572
H 2.26254 1.35990 -0.14619
N 1.47597 -0.50734 0.56303
H 0.05576 1.70832 -0.49630
H 3.42385 0.00546 -0.09675
O 1.01401 -0.85083 -0.90256
C 2.54027 0.43834 0.39259
C -0.99876 -0.09822 0.14325
C -0.26166 -0.99291 -0.70587
H -0.17775 -2.60638 -1.71579
H -2.40637 -1.47231 0.74136
H -2.76113 0.06826 1.14272
H 0.01269 -0.16946 0.94596
H -1.66034 1.62280 -0.97812
H -1.19694 1.97935 0.69639
```

Orbital gap, eV: 7.49
2S+1: 1

These are the Löwdin partial charges, in e, on atoms 1 to 2: number 1, O, carries 0.16; number 2, N, carries 0.05



Computed, not measured: a single C4H10N2O2 molecule in a non-equilibrium geometry, with the ωB97M-V functional and the def2-TZVPD basis.

```
18
Properties=species:S:1:pos:R:3
N 0.86049 0.05532 -0.06247
H -1.43064 0.53254 -2.06285
H 0.76652 1.14790 1.85828
H 1.05554 -1.92735 -0.94595
H 1.40054 -1.90996 0.73384
C -0.46718 0.13590 0.01092
O -2.27063 1.26932 0.86469
H -2.48156 -0.56677 -0.86419
C 1.48919 -1.24502 -0.20772
N -1.06961 0.97668 0.76204
H -1.28817 -1.40463 -1.63101
C -0.18258 1.75638 1.81581
O 1.31460 0.88515 -1.10756
H -0.03663 2.75023 1.37038
H 0.83414 0.87097 -1.92505
H -0.72791 2.03345 2.80275
H 2.55554 -1.27954 -0.31733
C -1.54669 -0.43862 -1.37430
```

Orbital gap, eV: 9.43
2S+1: 1

These are the Löwdin partial charges, in e, on atoms 1 to 2: number 1, N, carries -0.23; number 2, H, carries 0.11



Computed, not measured: a single C4H10N2O2 molecule, with the ωB97M-V functional and the def2-TZVPD basis.

```
18
Properties=species:S:1:pos:R:3
C 2.06780 -0.16177 -1.80923
H -0.89468 0.69016 -1.65420
H -2.36044 -0.74697 1.91760
N -0.67405 0.54725 1.59266
H -0.50717 2.02014 -0.70546
H -0.04125 0.09837 2.24201
C -2.07619 0.31300 1.95912
N -0.87610 1.07647 -0.72320
O 1.01662 -1.08265 -1.42315
C -0.32493 0.22181 0.26104
H 2.77916 -0.04296 -0.99022
O 0.91882 -1.90508 0.56739
H -2.71471 0.86815 1.27323
H 1.60788 0.79486 -2.04641
H 2.55540 -0.57381 -2.69068
C 0.41908 -0.85619 0.00792
H -2.25009 0.68840 2.96884
H 1.35486 -1.94917 -0.74726
```

Orbital gap, eV: 7.88
2S+1: 1

These are the Löwdin partial charges, in e, on atoms 1 to 2: number 1, C, carries -0.03; number 2, H, carries 0.08



Highest occupied orbital energy in Eh, matching the order above: -0.254, -0.320, -0.263